The following is a quantum chemistry calculation of a 2-piece molecular cluster, C5H13OPS overall in a non-equilibrium geometry, from OMol25.

```
21
Properties=species:S:1:pos:R:3:forces:R:3
C 1.46840 1.09015 -0.81256 0.858 1.083 -0.041
C 2.69920 0.10305 1.13735 0.161 0.472 3.152
C -1.91806 -0.40558 -1.63287 1.114 3.471 -0.096
C -1.55247 -0.38939 1.32620 -0.128 -0.016 -0.878
C 1.92476 -0.17064 -0.08768 0.892 -0.516 -2.642
O 0.94704 -1.04086 -0.07849 -0.851 -1.987 0.440
P -2.14151 0.64939 -0.08864 -0.033 -0.288 -0.005
S -3.96758 1.17185 0.23608 -0.882 0.462 -0.054
H 0.65295 1.50573 -0.21164 0.549 0.541 0.357
H 2.39433 1.70936 -0.88553 -1.171 0.261 0.013
H 0.97931 1.04827 -1.79153 0.584 -0.835 -0.031
H 3.19418 -0.78702 1.61746 0.258 0.759 -1.303
H 2.02935 0.30174 2.05357 0.581 0.694 -1.585
H 3.35722 0.98055 0.84535 -0.382 -1.235 1.194
H -2.36210 0.12974 -2.55320 1.218 -0.616 1.509
H -0.83157 -0.58547 -1.56431 -0.362 0.131 -0.962
H -2.38175 -1.30476 -1.55480 -1.587 -2.726 0.482
H -0.60696 -0.72194 0.92658 0.286 -0.621 0.361
H -1.38062 0.06870 2.30553 -0.402 0.259 -0.451
H -2.27517 -1.21028 1.36645 0.290 -0.019 0.306
H 2.71484 -0.75367 -0.74385 -0.991 0.729 0.232
```
Forces are in eV/Å.

## Properties
total charge: 0
multiplicity: 1
total energy: -1012.94929 a.u.
ΔE to the lowest compared entry with this formula, charge and spin: 83.16 kcal per mole

The following is a quantum chemistry calculation of a 2-piece molecular cluster, C5H13P overall in a non-equilibrium geometry, from OMol25.

```
19
Properties=species:S:1:pos:R:3:forces:R:3
C 1.33380 0.90353 -0.88515 -1.706 0.110 -0.413
C 1.25195 -0.60340 1.22912 0.511 -3.426 0.310
C -0.94341 -1.05345 -0.88159 0.818 0.614 0.573
C 0.64651 0.48309 0.42908 0.421 3.557 0.711
C -0.76471 0.14360 0.04507 0.344 -0.731 0.742
P -2.16300 1.28205 0.21627 -1.163 -2.112 0.025
H 1.98461 0.23933 -1.38956 0.714 -1.166 -0.080
H 1.82430 1.84796 -0.83454 0.339 0.720 0.215
H 0.45805 1.00358 -1.53958 0.600 0.498 -0.568
H 1.10199 -0.37602 2.27404 -0.020 -0.243 0.384
H 2.32958 -0.89603 1.09794 -0.806 0.853 -0.185
H 0.68847 -1.60473 1.01542 0.984 1.677 0.520
H -0.09002 -1.72777 -1.07725 -0.054 0.767 0.206
H -1.64446 -1.62674 -0.35590 -1.324 -1.270 0.456
H -1.40121 -0.77479 -1.81086 -0.214 0.216 -0.641
H 0.70145 1.52236 1.08286 -0.546 -2.617 -1.359
H -1.18592 -0.39411 2.45607 -0.030 -0.003 -0.606
H -1.53936 2.24388 -0.45158 0.852 2.026 -1.333
H -1.82371 1.79340 1.43154 0.281 0.529 1.043
```
Forces are in eV/Å.

## Properties
total charge: 0
multiplicity: 1
total energy: -539.43714 a.u.
ΔE to the lowest compared entry with this formula, charge and spin: 121.53 kcal per mole

The following is a quantum chemistry calculation of a 2-piece molecular cluster, C5H13PS2 overall in a non-equilibrium geometry, from OMol25.

```
21
Properties=species:S:1:pos:R:3:forces:R:3
C 0.19820 0.55366 -1.58603 -0.064 -0.027 0.204
C 1.78792 0.91558 0.32323 -0.120 -0.021 0.144
C 1.03820 -1.39844 -0.24302 -0.097 0.026 0.192
C -2.15382 -0.76610 0.41029 0.225 0.179 0.300
C 0.63313 0.07048 -0.20776 -0.379 0.132 0.282
P -0.74783 0.21729 1.08946 0.539 -0.619 0.130
S 0.38844 -0.88422 3.76696 -0.408 0.407 -0.953
S -1.46767 2.17976 0.85745 0.047 0.240 0.433
H 1.02801 0.44254 -2.27998 0.135 -0.019 -0.128
H -0.63537 -0.03118 -1.97150 -0.063 -0.030 -0.086
H -0.08490 1.60472 -1.56404 -0.018 0.038 -0.033
H 2.05869 0.58645 1.32689 0.094 0.015 0.047
H 1.51533 1.96949 0.36932 0.016 0.077 -0.020
H 2.66134 0.81492 -0.31983 0.054 -0.021 -0.100
H 1.34524 -1.72458 0.75012 0.063 -0.108 0.063
H 0.21488 -2.02935 -0.57033 -0.046 -0.124 -0.111
H 1.87408 -1.54133 -0.92792 0.049 0.008 -0.045
H -2.33479 -0.56061 -0.64436 0.017 0.035 -0.007
H -1.93752 -1.82231 0.55015 -0.003 -0.085 -0.022
H -3.04400 -0.51742 0.98969 0.053 -0.031 -0.030
H -2.33755 1.92064 -0.11879 -0.094 -0.073 -0.260
```
Forces are in eV/Å.

## Properties
total charge: 0
multiplicity: 1
total energy: -1335.95464 a.u.
ΔE to the lowest compared entry with this formula, charge and spin: 42.05 kcal per mole

The following is a quantum chemistry calculation of a 2-piece molecular cluster, C5H14 overall in a non-equilibrium geometry, from OMol25.

```
19
Properties=species:S:1:pos:R:3:forces:R:3
C 0.89383 1.19136 -0.22296 0.561 1.248 0.506
C 0.08862 1.29930 1.06009 0.208 -0.665 1.556
C 1.72852 2.51089 -0.57003 -5.090 -0.705 -0.818
H 1.65110 0.40870 -0.11307 -0.404 -0.215 -0.260
H 0.09741 0.89918 -0.92365 1.084 0.232 -0.745
H -0.94862 0.95588 0.93176 0.244 0.286 0.071
H 0.98074 3.29064 -0.93824 0.944 -0.933 -0.165
H 2.14298 3.02116 0.22051 1.264 0.459 2.237
H 2.42013 2.22671 -1.27868 1.650 -0.104 -1.783
H 0.52981 0.62295 1.83118 -0.334 0.360 -0.321
H 0.08453 2.28795 1.52712 -0.109 0.081 -0.256
C -1.96512 -2.14786 0.15680 3.972 0.365 2.969
C -0.65677 -2.69685 -0.50222 1.476 2.121 1.029
H -1.70243 -1.14716 0.69997 -1.190 -1.272 -1.772
H -2.78933 -2.35731 -0.43100 -1.761 0.767 -1.479
H -2.13095 -2.78002 1.01371 -0.158 -0.445 0.721
H -0.58179 -2.21671 -1.46517 0.287 0.030 -0.605
H -0.68235 -3.75042 -0.63635 -0.010 -0.981 -0.083
H 0.39431 -2.40264 0.03182 -2.633 -0.630 -0.801
```
Forces are in eV/Å.

## Properties
total charge: -1
multiplicity: 2
total energy: -198.78149 a.u.
ΔE to the lowest compared entry with this formula, charge and spin: 32.03 kcal per mole
expectation value of S²: 0.7504

The following is a quantum chemistry calculation of a 2-piece molecular cluster, C5H14 overall in a non-equilibrium geometry, from OMol25.

```
19
Properties=species:S:1:pos:R:3:forces:R:3
C 2.39167 -1.95026 -0.96963 0.228 0.200 -3.054
C 1.58837 -3.19207 -0.72643 -3.128 -0.204 0.628
H 2.20945 -1.09506 -0.40218 -1.184 1.256 1.120
H 3.41878 -2.03580 -0.83437 2.140 -1.005 0.640
H 2.44597 -1.60720 -2.03476 -0.831 -0.197 0.568
H 0.50460 -2.88150 -0.39245 1.931 -0.267 -0.013
H 2.07492 -3.70294 0.18002 -1.013 -0.191 -1.738
H 1.18738 -3.75039 -1.68388 1.886 0.383 1.820
C -1.30955 2.59094 0.68546 -1.136 -3.603 1.097
C -2.48291 1.80608 0.02503 -3.313 1.754 1.203
C -0.37511 1.43955 1.13748 -0.982 -1.333 1.359
H -0.80456 3.11793 -0.03738 1.013 1.875 -1.374
H -1.60034 3.12059 1.57707 -0.341 0.689 -0.110
H -2.19989 1.00166 -0.60058 0.574 -0.987 -0.229
H 0.31526 1.18377 0.34103 -0.370 -0.758 -0.381
H -3.29571 2.32144 -0.53836 1.238 0.937 -0.648
H -3.32119 1.52115 0.74679 1.838 -0.711 0.107
H 0.29719 1.55170 1.98384 0.063 0.919 0.310
H -1.04432 0.56039 1.54330 1.386 1.243 -1.307
```
Forces are in eV/Å.

## Properties
total charge: -1
multiplicity: 2
total energy: -198.76334 a.u.
ΔE to the lowest compared entry with this formula, charge and spin: 43.42 kcal per mole
expectation value of S²: 0.7503

The following is a quantum chemistry calculation of a 2-piece molecular cluster, C5H14 overall in a non-equilibrium geometry, from OMol25.

```
19
Properties=species:S:1:pos:R:3:forces:R:3
C -2.14748 0.86544 1.45137 -0.918 -2.392 3.302
C -2.31000 -0.38542 0.49767 -0.370 1.285 0.776
C -1.09122 -0.41555 -0.38663 1.324 3.792 1.215
H -1.76079 1.72587 0.93961 -0.504 0.702 -0.260
H -3.09752 0.99887 2.19925 2.088 0.215 -2.257
H -1.31717 0.59517 2.22087 -1.184 0.380 -1.297
H -2.26399 -1.25546 1.06029 -0.407 -1.623 1.583
H -3.29913 -0.36597 0.02560 0.356 0.024 -0.340
H -0.32810 0.13189 0.37255 -1.165 -1.597 -2.108
H -0.58799 -1.38178 -0.71148 -1.207 1.477 -0.269
H -1.40592 0.51991 -1.02189 1.642 -2.256 -0.380
C 2.80370 -0.37549 -1.52058 0.088 -1.703 2.489
C 2.43215 0.23247 -0.15089 -0.196 -0.932 3.004
H 3.71151 0.15095 -1.77571 0.393 -0.338 -0.485
H 2.97211 -1.51245 -1.33721 -0.087 1.968 -0.763
H 2.06619 -0.22055 -2.25885 -0.827 0.080 -0.900
H 1.49909 -0.13625 0.51060 1.760 0.778 -2.327
H 3.23375 -0.12122 0.58512 -0.593 0.821 -0.998
H 2.45500 1.34234 -0.15443 -0.194 -0.680 0.017
```
Forces are in eV/Å.

## Properties
total charge: 0
multiplicity: 1
total energy: -198.80709 a.u.
ΔE to the lowest compared entry with this formula, charge and spin: 51.50 kcal per mole